(1)
Here is a 2-piece molecular cluster, C5H13NO overall from OMol25. Energies are from the ωB97M-V functional and the def2-TZVPD basis.

```
20
C5H13NO, DFT the ωB97M-V functional and the def2-TZVPD basis
C 0.960 0.193 -2.698
C 0.032 -0.391 -1.573
C -0.515 0.329 -0.612
C -1.470 -0.347 0.452
N -0.789 -0.406 1.685
C -0.550 0.855 2.361
H 0.993 -0.594 -3.450
H 0.506 1.051 -3.161
H 2.027 0.425 -2.412
H -0.523 -1.503 -1.726
H -0.634 1.373 -0.503
H -2.444 0.153 0.450
H -1.536 -1.386 0.200
H -1.380 -0.897 2.238
H 0.241 1.297 1.821
H -1.508 1.358 2.429
H -0.083 0.730 3.371
O 2.527 -0.534 0.234
H 2.579 -1.456 0.553
H 1.567 -0.248 0.340
```

Summary:
ΔE to the lowest compared entry with this formula, charge and spin   68.6 kcal/mol
Orbital gap   10.17 eV
LUMO   1.024 eV
SMILES   C/C=C/CNC.O
Molecular weight   103.16 g/mol

***

(2)
Here is a 2-piece molecular cluster, C5H13NO overall from OMol25. Energies are from the ωB97M-V functional and the def2-TZVPD basis.

```
20
C5H13NO, DFT the ωB97M-V functional and the def2-TZVPD basis
C 1.419 1.802 1.084
N 0.535 0.946 0.849
C -0.648 1.340 0.095
C -0.570 0.770 -1.324
C -0.275 -0.752 -1.355
C -1.357 -1.520 -0.616
H 2.318 1.451 1.588
H 1.352 2.889 0.973
H -1.507 0.960 0.644
H -0.641 2.438 0.022
H 0.242 1.336 -1.794
H -1.449 0.920 -1.951
H 0.688 -0.999 -0.907
H -0.164 -0.972 -2.413
H -1.485 -2.571 -0.858
H -1.164 -1.472 0.458
H -2.345 -1.056 -0.722
O 1.552 -2.080 1.754
H 1.259 -1.220 2.075
H 2.239 -2.210 2.401
```

Summary:
ΔE to the lowest compared entry with this formula, charge and spin   34.4 kcal/mol
Orbital gap   10.69 eV
LUMO   0.942 eV
SMILES   C=NCCCC.O
Molecular weight   103.16 g/mol

***

(3)
Here is a 2-piece molecular cluster, C5H13NO overall from OMol25. Energies are from the ωB97M-V functional and the def2-TZVPD basis.

```
20
C5H13NO, DFT the ωB97M-V functional and the def2-TZVPD basis
C -0.694 -0.283 -2.175
C -0.297 0.566 -0.989
C -0.889 1.978 -0.947
C 0.727 0.232 -0.184
C 0.857 0.665 1.236
N 1.739 -0.669 -0.621
H -0.074 -0.082 -3.055
H -0.659 -1.349 -1.962
H -1.712 0.022 -2.407
H -0.154 2.631 -0.496
H -1.087 2.266 -1.978
H -1.882 1.921 -0.491
H 0.396 1.649 1.387
H 1.882 0.829 1.578
H 0.301 0.061 1.949
H 1.368 -1.318 -1.274
H 2.128 -1.198 0.151
O -0.796 -2.886 3.663
H -0.134 -2.224 3.885
H -1.020 -2.811 2.731
```

Summary:
ΔE to the lowest compared entry with this formula, charge and spin   34.6 kcal/mol
Orbital gap   8.24 eV
LUMO   0.572 eV
SMILES   CC(C)=C(C)N.O
Molecular weight   103.16 g/mol

***

(4)
Here is one molecule with the formula C5H13NO from OMol25. Energies are from the ωB97M-V functional and the def2-TZVPD basis.

```
20
C5H13NO, DFT the ωB97M-V functional and the def2-TZVPD basis
C -1.012 -2.168 -0.624
C -1.486 -0.972 0.191
C -0.553 0.254 0.180
O -0.898 1.097 -0.921
C 0.942 -0.080 0.092
C 1.938 1.086 0.246
N 1.376 2.409 0.481
H -0.767 -1.887 -1.652
H -1.794 -2.933 -0.657
H -0.130 -2.629 -0.165
H -2.477 -0.680 -0.179
H -1.619 -1.305 1.227
H -0.750 0.825 1.095
H -1.830 1.358 -0.809
H 1.186 -0.837 0.847
H 1.142 -0.528 -0.891
H 2.560 1.139 -0.656
H 2.629 0.854 1.065
H 0.878 2.422 1.368
H 0.665 2.575 -0.238
```

Summary:
ΔE to the lowest compared entry with this formula, charge and spin   20.7 kcal/mol
Orbital gap   9.88 eV
LUMO   0.829 eV
SMILES   CC[C@H](O)CCN
Molecular weight   103.16 g/mol

***

(5)
Here is a 2-piece molecular cluster, C5H13NO overall from OMol25. Energies are from the ωB97M-V functional and the def2-TZVPD basis.

```
20
C5H13NO, DFT the ωB97M-V functional and the def2-TZVPD basis
C -1.098 2.514 -1.107
N -0.456 1.557 -0.187
C 0.804 0.807 -0.593
C 0.709 -0.425 0.323
C -0.797 -0.814 0.351
C -1.468 0.576 0.258
H -1.651 3.206 -0.459
H -1.775 1.994 -1.798
H -0.324 3.147 -1.535
H 1.121 0.694 -1.635
H 1.590 1.406 -0.070
H 0.853 -0.085 1.349
H 1.428 -1.220 0.011
H -0.791 -1.460 1.259
H -0.992 -1.313 -0.631
H -2.447 0.419 -0.226
H -1.924 1.019 1.157
O 1.982 -3.462 0.959
H 2.232 -3.467 0.026
H 1.089 -3.838 0.877
```

Summary:
ΔE to the lowest compared entry with this formula, charge and spin   52.9 kcal/mol
Orbital gap   8.98 eV
LUMO   0.756 eV
SMILES   CN1CCCC1.O
Molecular weight   103.16 g/mol

***

(6)
Here is C5H13NO as an isolated structure from OMol25. Energies are from the ωB97M-V functional and the def2-TZVPD basis.

```
20
C5H13NO, DFT the ωB97M-V functional and the def2-TZVPD basis
C 1.199 0.303 -2.076
N -0.125 0.734 -1.615
C -0.601 0.312 -0.356
C 0.400 0.088 0.566
C -1.815 0.465 3.129
O 0.897 -1.096 1.192
C 1.224 -1.223 -2.160
H 1.311 0.659 -3.098
H 2.029 0.707 -1.501
H -0.292 1.723 -1.818
H -1.680 0.229 -0.286
H -1.641 1.196 2.345
H 1.104 0.897 0.786
H -0.847 0.221 3.569
H -2.491 0.844 3.893
H -2.254 -0.417 2.670
H -0.097 -0.862 1.407
H 0.361 -1.517 -2.747
H 2.123 -1.533 -2.699
H 1.197 -1.730 -1.203
```

Summary:
ΔE to the lowest compared entry with this formula, charge and spin   122.4 kcal/mol
Orbital gap   8.08 eV
LUMO   0.442 eV
Molecular weight   103.16 g/mol